Record 1
Entry from OMol25: an isolated molecule of C6H5Br2NO (ωB97M-V with the def2-TZVPD basis set).

## Properties
- HOMO-LUMO gap: 8.84 eV
- Charge: 0
- Total energy: -5509.471571 Eh
- Structure (SMILES): [O-][N+]#C/C=C\[C@H](Br)/C=C\Br
- Molecular weight: 266.92 g/mol
- Energy above the lowest of the compared OMol25 structures with the same formula, charge and spin: 2.4455 eV
- Multiplicity: 1

```
15
Properties=species:S:1:pos:R:3:mulliken_charge:R:1
C -1.1085 0.2633 0.6611 -0.30
C -2.1507 0.4121 -0.3313 -0.20
C -0.7010 1.4506 1.3783 0.03
C -2.2453 1.5677 -1.0309 -0.16
C 0.2822 2.2080 0.8666 -0.75
C -1.4321 2.6912 -1.0931 -0.38
N -1.3064 3.6026 -1.8194 0.56
O -0.9789 4.4402 -2.5804 -0.64
Br 1.2314 1.8796 -0.7812 -0.14
Br -1.6308 -1.3332 1.9365 -0.19
H -0.3332 -0.1556 0.1371 0.48
H -2.8660 -0.3334 -0.6072 0.40
H -1.0263 1.6355 2.3754 0.40
H -3.1268 1.7020 -1.5669 0.44
H 0.7320 2.9933 1.4299 0.45
```

***

Record 2
Entry from OMol25: an isolated molecule of C6H5BrCl2O2S (ωB97M-V with the def2-TZVPD basis set).

## Properties
- HOMO-LUMO gap: 8.51 eV
- Charge: 0
- Total energy: -4274.531960 Eh
- Structure (SMILES): O=S(=O)(Cl)\C=C/C=C\C=C(/Cl)Br
- Molecular weight: 291.98 g/mol
- Multiplicity: 1

```
17
Properties=species:S:1:pos:R:3:mulliken_charge:R:1
C 1.6950 0.1211 -0.1473 -0.39
C 1.1869 1.2041 -0.7710 -0.23
C 0.9638 -0.3740 1.0494 -0.10
C 0.0542 1.9337 -0.2452 -0.14
C -0.3776 -0.7229 0.9545 -0.73
C -1.1424 1.4295 -0.3773 0.16
O 0.0780 -1.9582 -1.3582 -0.46
O -2.2875 -1.7789 -0.6292 -0.50
S -0.8963 -1.8432 -0.3042 0.99
Cl -1.6057 0.4888 -1.8330 -0.09
Cl -0.6418 -3.5492 0.8278 -0.26
Br -2.5537 2.3256 0.5821 -0.12
H 2.5659 -0.4056 -0.4510 0.46
H 1.9056 1.4669 -1.6676 0.20
H 1.4879 -0.1496 2.0314 0.32
H 0.3893 2.8108 0.4392 0.31
H -0.8215 -0.9988 1.8996 0.57
```

***

Record 3
Entry from OMol25: a structure of composition C6H5BrCrF (ωB97M-V with the def2-TZVPD basis set).

## Properties
- HOMO-LUMO gap (alpha / beta): 3.11 / 4.32 eV
- Charge: +1
- Total energy: -3949.642501 Eh
- Molecular weight: 228.00 g/mol
- Expectation value of S²: 6.1033
- Energy above the lowest of the compared OMol25 structures with the same formula, charge and spin: 0.0000 eV
- Multiplicity: 5

```
14
Properties=species:S:1:pos:R:3:mulliken_charge:R:1
Cr -0.3651 0.9675 5.9793 0.99
Br 0.1314 1.8032 3.7789 0.01
F -0.4090 -1.0489 1.7127 -0.31
C -0.1803 -0.6478 0.4358 0.67
C -0.7977 -1.3197 -0.5906 -0.46
C -0.5608 -0.9085 -1.8872 -0.31
C 0.2846 0.1687 -2.1407 -0.52
C 0.8215 0.8922 -1.0813 -0.46
C 0.6090 0.4650 0.2260 -0.29
H -1.5114 -2.1016 -0.3677 0.40
H -1.1054 -1.4123 -2.6742 0.36
H 0.5388 0.3998 -3.1672 0.38
H 1.4955 1.7183 -1.2658 0.36
H 1.0489 1.0240 1.0420 0.19
```

***

Record 4
Entry from OMol25: a structure of composition C6H5BrI2NO2 (ωB97M-V with the def2-TZVPD basis set).

## Properties
- HOMO-LUMO gap (alpha / beta): 4.25 / 7.10 eV
- Charge: -1
- Total energy: -3606.103919 Eh
- Molecular weight: 456.82 g/mol
- Expectation value of S²: 2.0243
- Multiplicity: 3

```
17
Properties=species:S:1:pos:R:3:mulliken_charge:R:1
C -0.6953 -1.4532 0.7098 1.57
C -0.5512 -0.9758 -0.3732 -0.74
C 2.3257 1.2145 0.0704 0.70
C -1.2899 -1.8560 1.9163 -1.34
C 0.2155 1.7669 -1.2566 -0.72
C -0.3251 -0.4110 -1.6071 -0.95
N 0.8471 1.7858 -0.0691 -0.06
O 2.5408 1.2216 1.2462 -0.66
O 2.7940 0.9348 -0.9916 -0.62
Br -0.0706 1.9380 1.5411 -0.05
I -1.6645 -4.0666 2.1708 -0.21
I -2.1650 -0.4032 -2.7052 -0.02
H -2.2498 -1.3682 2.2191 0.41
H -0.5538 -1.9234 2.6707 0.45
H 0.9658 1.8645 -1.9866 0.39
H -0.5498 2.5282 -1.2874 0.34
H 0.4260 -0.7968 -2.2675 0.52
```

***

Record 5
Entry from OMol25: an isolated molecule of C6H5F (ωB97M-V with the def2-TZVPD basis set).

## Properties
- HOMO-LUMO gap: 11.21 eV
- Charge: 0
- Total energy: -331.316192 Eh
- Structure (SMILES): C#CC[C@H](F)C#C
- Molecular weight: 96.10 g/mol
- Energy above the lowest of the compared OMol25 structures with the same formula, charge and spin: 4.3146 eV
- Multiplicity: 1

```
12
Properties=species:S:1:pos:R:3:mulliken_charge:R:1
C -2.9417 0.0009 0.3193 0.09
C 2.8430 -0.5358 0.1102 0.12
C -1.8660 -0.1026 -0.1637 -0.75
C 1.7901 0.0179 0.1054 -0.74
C -0.4407 -0.1476 -0.5730 -0.46
C 0.5432 0.6287 0.2730 0.23
F 0.5177 1.9331 -0.2640 -0.31
H -3.7959 -0.1474 0.8557 0.48
H 3.5372 -1.2818 0.1726 0.48
H -0.1314 -1.3199 -0.3894 0.24
H -0.2779 0.0919 -1.6953 0.30
H 0.2224 0.8628 1.2490 0.31
```

***

Record 6
Entry from OMol25: the ion C6H5F3NO3S with charge +1 (ωB97M-V with the def2-TZVPD basis set).

## Properties
- HOMO-LUMO gap: 10.35 eV
- Charge: +1
- Total energy: -1209.557263 Eh
- Structure (SMILES): O=S(=O)(OC(F)(F)F)[n+]1ccccc1
- Molecular weight: 228.17 g/mol
- Energy above the lowest of the compared OMol25 structures with the same formula, charge and spin: 0.8961 eV
- Multiplicity: 1

```
19
Properties=species:S:1:pos:R:3:mulliken_charge:R:1
C 0.9526 0.6277 -0.3093 -0.02
C -0.2545 1.3318 -0.1042 -0.73
C 1.1216 -0.7141 -0.0049 -0.85
C -1.3757 0.5618 0.3078 0.33
C -0.0034 -1.3718 0.4174 0.33
C -3.6200 -1.8523 -1.4399 0.91
N -1.1199 -0.7185 0.5876 -0.08
O -2.5971 -2.8170 1.1519 -0.46
O -3.2308 -0.6172 2.0573 -0.46
O -3.3594 -0.8636 -0.5869 -0.47
F -4.0710 -1.3772 -2.6037 -0.21
F -4.4711 -2.7362 -0.9028 -0.23
F -2.4980 -2.5605 -1.7754 -0.25
S -2.7160 -1.4338 1.0793 1.22
H 1.6979 1.2839 -0.7239 0.40
H -0.4730 2.3681 -0.3721 0.40
H 2.0915 -1.1128 -0.1608 0.46
H -2.5093 0.8801 0.4015 0.32
H 0.2338 -2.4291 0.5835 0.39
```

***

Record 7
Entry from OMol25: a structure of composition C6H5FN2O (ωB97M-V with the def2-TZVPD basis set).

## Properties
- HOMO-LUMO gap: 9.08 eV
- Charge: 0
- Total energy: -516.133911 Eh
- Molecular weight: 140.12 g/mol
- Energy above the lowest of the compared OMol25 structures with the same formula, charge and spin: 2.3554 eV
- Multiplicity: 1

```
15
Properties=species:S:1:pos:R:3:mulliken_charge:R:1
C -1.6152 1.4155 -0.7157 0.24
C 0.5906 0.0977 1.5793 0.04
C -0.7564 -0.9368 -0.6078 0.37
C 1.5046 -0.0592 0.3351 -0.44
C 0.6733 -0.3460 -0.9543 -0.98
C -1.5966 0.1470 -0.0183 0.68
N -1.3593 2.3659 -1.3099 -0.41
N -0.6105 0.1728 1.6516 -0.55
O -1.1512 -2.0758 -0.6677 -0.54
F -2.7892 -0.2802 0.3177 -0.27
H 1.2203 0.2284 2.5085 0.37
H 2.0180 0.8994 0.1267 0.29
H 2.0987 -0.9311 0.6990 0.35
H 1.2357 -1.1839 -1.4018 0.31
H 0.5370 0.4863 -1.5425 0.54
```

***

Record 8
Entry from OMol25: the ion C6H5FNO2 with charge -1 (ωB97M-V with the def2-TZVPD basis set).

## Properties
- HOMO-LUMO gap (alpha / beta): 5.26 / 5.27 eV
- Charge: -1
- Total energy: -536.661391 Eh
- Structure (SMILES): Cn1ccc(=O)c([O-])c1F
- Molecular weight: 142.11 g/mol
- Energy above the lowest of the compared OMol25 structures with the same formula, charge and spin: 2.8519 eV
- Multiplicity: 1

```
15
Properties=species:S:1:pos:R:3:mulliken_charge:R:1
C 0.3033 0.9647 1.3315 -0.57
C -0.2207 -0.2081 1.0340 -0.04
C 0.8707 1.7156 -0.9664 0.53
C 0.1765 0.0294 -1.2169 -0.11
C 0.8627 2.0102 0.4650 0.33
C -0.8661 -2.0043 -0.3938 -1.00
N -0.3463 -0.6648 -0.1954 0.30
O 1.2035 2.3689 -1.9185 -0.64
O 1.4210 3.0818 0.9034 -0.80
F -0.2666 -0.3936 -2.4351 -0.31
H 0.2866 1.1918 2.4400 0.19
H -0.4759 -0.9120 1.8128 0.22
H -0.5197 -2.4222 -1.2989 0.36
H -0.4866 -2.6864 0.5943 0.24
H -1.9424 -2.0711 -0.1560 0.31
```